{
  "formula": "C28H84As3F18N7O7",
  "method": "the ωB97M-V functional and the def2-TZVPD basis",
  "symbols": ["C", "C", "C", "O", "C", "N", "H", "H", "H", "H", "H", "H", "H", "H", "H", "H", "H", "H", "C", "C", "C", "O", "C", "N", "H", "H", "H", "H", "H", "H", "H", "H", "H", "H", "H", "H", "C", "C", "C", "O", "C", "N", "H", "H", "H", "H", "H", "H", "H", "H", "H", "H", "H", "H", "C", "C", "C", "O", "C", "N", "H", "H", "H", "H", "H", "H", "H", "H", "H", "H", "H", "H", "C", "C", "C", "O", "C", "N", "H", "H", "H", "H", "H", "H", "H", "H", "H", "H", "H", "H", "C", "C", "C", "O", "C", "N", "H", "H", "H", "H", "H", "H", "H", "H", "H", "H", "H", "H", "C", "C", "C", "O", "C", "N", "H", "H", "H", "H", "H", "H", "H", "H", "H", "H", "H", "H", "As", "F", "F", "F", "F", "F", "F", "As", "F", "F", "F", "F", "F", "F", "As", "F", "F", "F", "F", "F", "F"],
  "xyz": [[-1.2462, 2.0912, -0.1140], [-0.6564, 1.1795, 1.0229], [-0.9827, -0.3591, 1.0626], [-0.0772, -1.1651, 1.7713], [-0.0503, -2.5083, 1.2150], [0.8310, 1.3887, 1.1574], [1.2601, 0.7441, 1.8058], [1.4041, 1.1096, 0.3740], [1.0613, 2.3266, 1.4533], [-0.7788, 3.0732, -0.1868], [-2.2983, 2.2853, 0.0946], [-1.0405, 1.5373, -1.0300], [-1.0648, 1.8118, 1.8112], [-1.0803, -0.6029, 0.0047], [-2.0047, -0.4959, 1.4158], [-1.0318, -2.9770, 1.2868], [0.6263, -3.0192, 1.9000], [0.3756, -2.4524, 0.2132], [2.6897, -6.1601, 2.8073], [2.6485, -6.1627, 4.3333], [1.6801, -5.1583, 4.9627], [0.2854, -5.2675, 4.4984], [-0.4976, -4.1682, 4.9045], [2.3985, -7.5907, 4.9150], [2.6615, -7.5909, 5.8902], [1.4393, -7.8973, 4.8364], [2.9116, -8.3326, 4.4607], [3.1138, -5.1965, 2.5250], [1.7758, -6.5047, 2.3235], [3.3336, -6.9270, 2.3767], [3.6226, -5.9245, 4.7605], [1.9919, -4.1686, 4.6288], [1.7478, -5.2088, 6.0494], [-0.4601, -3.9501, 5.9718], [-1.5254, -4.4180, 4.6412], [-0.2312, -3.1917, 4.5000], [6.3708, 1.8260, -0.5115], [5.2720, 0.7589, -0.5167], [4.2935, 0.9222, 0.6849], [3.2613, -0.1055, 0.6650], [3.6080, -1.2931, 1.3685], [4.5164, 0.9024, -1.8854], [4.3781, 1.9001, -1.9598], [5.0744, 0.5513, -2.6505], [3.5539, 0.5961, -1.8852], [6.6823, 2.0980, 0.4970], [6.1237, 2.8166, -0.8932], [7.2443, 1.5660, -1.1094], [5.6541, -0.2612, -0.4769], [3.7806, 1.8792, 0.7808], [4.9124, 0.9073, 1.5821], [3.2421, -1.0826, 2.3734], [4.5391, -1.8448, 1.4981], [2.8461, -1.9395, 0.9328], [1.4941, 4.5376, -6.2600], [1.0069, 4.3893, -4.8912], [-0.4001, 5.0284, -4.6536], [-0.7075, 4.7506, -3.2989], [-2.0482, 5.0895, -2.8793], [1.0649, 2.8717, -4.4718], [1.9702, 2.5364, -4.1749], [0.5123, 2.6090, -3.6682], [0.5706, 2.3422, -5.1756], [1.2539, 5.5427, -6.6067], [1.0915, 3.7805, -6.9330], [2.5535, 4.3563, -6.4411], [1.7087, 4.8148, -4.1739], [-1.1072, 4.5328, -5.3187], [-0.4148, 6.0959, -4.8733], [-2.6743, 4.4871, -3.5376], [-2.3465, 6.1249, -3.0435], [-2.1240, 4.6430, -1.8879], [-2.4733, -3.1167, -4.6021], [-2.8317, -1.6956, -5.0247], [-3.4935, -0.9109, -3.9317], [-3.3018, 0.4508, -4.2875], [-3.6715, 1.2806, -3.2240], [-1.4584, -1.0674, -5.6191], [-0.7244, -1.3299, -4.9769], [-1.0699, -1.5676, -6.4058], [-1.4717, -0.0895, -5.8714], [-1.9241, -3.1073, -3.6606], [-1.9087, -3.7790, -5.2584], [-3.4057, -3.6599, -4.4483], [-3.5676, -1.5928, -5.8222], [-3.0937, -1.2211, -2.9663], [-4.5736, -1.0292, -3.8457], [-3.0179, 1.3031, -2.3519], [-4.7147, 1.1005, -2.9644], [-3.7638, 2.2514, -3.7108], [-1.6893, -7.5214, 1.9304], [-2.2031, -7.7656, 0.5752], [-1.4615, -7.2836, -0.6979], [-1.0806, -5.9553, -0.5156], [-0.3914, -5.4429, -1.6817], [-2.5747, -9.2327, 0.3710], [-1.7842, -9.8469, 0.5048], [-3.3147, -9.5084, 1.0007], [-2.9483, -9.4047, -0.5515], [-0.7954, -8.0828, 2.2022], [-2.5102, -7.7270, 2.6174], [-1.3473, -6.4910, 1.8336], [-3.2177, -7.3788, 0.4801], [-2.1700, -7.4162, -1.5156], [-0.6317, -7.9596, -0.9042], [0.2747, -4.6000, -1.4974], [-1.1836, -4.9035, -2.2010], [-0.0079, -6.1804, -2.3868], [2.4921, 8.0016, 3.1452], [2.3996, 6.7501, 2.2003], [1.0628, 6.8232, 1.4213], [-0.0063, 6.6060, 2.2912], [-1.2411, 6.4384, 1.5850], [3.6546, 6.7886, 1.2507], [4.5413, 7.0390, 1.6643], [3.7802, 5.9176, 0.7551], [3.5418, 7.6054, 0.6673], [3.3817, 8.2419, 3.7273], [1.7794, 7.7334, 3.9252], [2.1585, 8.9015, 2.6286], [2.6726, 5.8008, 2.6610], [1.1174, 5.9916, 0.7186], [0.8701, 7.6919, 0.7918], [-1.4812, 5.5768, 0.9621], [-1.6540, 7.3441, 1.1408], [-1.9015, 6.1933, 2.4168], [-5.4169, 5.1904, 0.4893], [-3.9638, 4.3041, 1.0680], [-6.3979, 3.6598, 0.3632], [-6.8719, 6.1732, -0.1068], [-4.6447, 6.8000, 0.5897], [-4.9085, 5.0153, -1.2495], [-5.8534, 5.4000, 2.2373], [1.1421, 3.1689, 4.5689], [-0.1136, 4.4923, 4.4418], [2.4170, 4.3353, 5.0544], [2.3585, 1.8553, 4.6504], [-0.1458, 1.9350, 4.2078], [1.5181, 3.4514, 2.8322], [0.8145, 3.0152, 6.3375], [-3.8716, -3.2190, -0.1134], [-2.2187, -3.1671, -0.6840], [-3.3577, -2.9347, 1.5621], [-5.5775, -3.2797, 0.4186], [-4.3904, -3.5648, -1.8395], [-3.8335, -5.0831, 0.1523], [-3.9387, -1.3911, -0.3739]],
  "atomic_forces_ev_per_a": [[1.0, -1.7, -0.1], [-0.5, 1.6, 0.9], [-1.0, 1.4, -0.7], [0.2, 0.4, -0.8], [0.4, 0.7, 1.4], [0.0, -0.8, -0.5], [-0.5, -0.4, 1.3], [-0.3, 0.2, -1.0], [0.1, 0.7, 0.6], [0.3, 0.0, 0.4], [-0.1, -0.4, -0.3], [-0.6, 0.3, -0.6], [0.3, -1.1, 1.2], [0.4, -0.7, -0.4], [-0.1, 0.1, 0.3], [0.1, 0.1, -0.4], [0.1, -0.3, -0.2], [-0.2, -0.3, -0.2], [0.3, -1.1, 0.2], [-0.5, -0.5, 0.1], [-1.6, 0.2, -0.9], [2.4, -0.8, 0.3], [-0.8, 0.5, 0.7], [-0.2, 0.8, -0.5], [0.0, -0.1, 0.6], [-0.8, 0.3, 0.2], [0.7, -0.1, -0.3], [-0.6, 0.0, -0.4], [-0.6, 1.1, 0.2], [0.8, 0.1, 0.5], [0.1, 0.1, -0.2], [0.5, 0.1, 0.2], [-0.2, 0.1, 0.2], [0.0, -0.6, 0.3], [0.1, 0.2, 0.0], [0.3, -0.1, -0.8], [0.5, 0.2, -0.1], [-0.5, 0.8, 0.7], [-0.4, -0.8, -0.5], [2.7, 1.9, -1.1], [-3.1, -1.0, 1.4], [0.0, 0.8, 1.6], [0.6, 0.6, -0.5], [0.1, -0.2, -0.5], [-0.1, -1.3, 0.2], [0.2, -0.6, 0.1], [-0.8, 0.0, -0.3], [0.1, -0.4, 0.3], [0.1, 0.1, -0.2], [0.0, 0.3, -0.6], [0.0, -0.5, 0.1], [0.3, -0.3, 0.4], [0.8, 1.0, -1.1], [0.4, -0.7, 0.3], [0.8, -0.5, -1.8], [-0.1, 0.7, 1.9], [0.5, -1.6, 0.9], [0.6, 0.4, -0.1], [0.0, -1.5, -1.0], [-1.5, 0.6, 0.4], [0.6, 0.0, -1.1], [-0.9, 1.0, 0.9], [0.7, -0.5, -0.9], [0.0, -0.1, -0.2], [-0.8, 0.3, -0.2], [0.3, 0.4, 0.6], [-0.1, 0.3, 0.1], [-0.4, 0.0, -0.2], [0.4, 0.1, -0.1], [-0.6, 0.1, 0.1], [0.4, 0.1, 0.6], [-0.2, 0.8, 0.1], [-0.4, -0.2, 0.1], [-0.1, -1.2, -1.5], [0.8, 0.9, 0.4], [1.3, -0.8, 0.4], [-1.4, 1.6, -0.8], [-0.7, -0.9, 0.9], [0.1, 0.7, 1.0], [-0.9, -0.5, -1.1], [-0.3, 0.4, 0.4], [-0.2, 0.1, 0.3], [0.0, 0.5, -0.7], [-0.1, 0.1, 0.4], [0.7, -0.5, -0.7], [0.3, 0.5, 0.4], [-0.1, -0.9, -0.4], [0.1, -0.3, -0.1], [0.0, -0.4, 0.6], [0.4, 0.4, 0.4], [0.7, 0.3, -0.1], [-1.8, -0.4, -2.0], [-0.4, -0.6, 0.9], [1.6, -0.3, -0.4], [-2.0, 0.9, -0.4], [0.6, 0.0, -0.1], [0.3, -0.4, 0.1], [-0.2, -0.1, 0.6], [-0.1, 0.0, -0.6], [0.0, -0.4, -0.1], [0.4, 0.5, 0.4], [-0.4, 0.3, 0.9], [0.2, 0.9, 0.3], [-0.2, 0.2, -0.3], [0.6, 0.0, 0.0], [0.5, -0.6, 0.8], [-0.2, -0.2, -0.5], [0.3, -0.2, 0.5], [-0.6, -1.2, 0.1], [1.6, 2.0, 1.2], [0.5, -1.5, -0.3], [0.3, -0.2, -1.2], [-1.5, 0.1, 2.2], [-1.0, 1.2, -0.3], [0.3, -0.3, 1.3], [-0.1, 0.1, -0.5], [-0.3, 0.0, -1.1], [0.5, -0.5, -0.5], [-0.4, 0.4, 0.0], [-0.1, -0.1, 0.0], [-1.3, 0.0, 0.7], [-0.1, -0.5, -0.5], [0.6, 0.7, 0.2], [1.4, -0.3, -0.6], [0.5, 0.2, -0.2], [-0.3, 0.3, 0.1], [2.4, -3.7, 2.7], [-1.4, 1.1, -1.3], [1.1, 2.9, -0.1], [0.0, 0.4, 0.1], [-1.3, -1.0, -0.8], [-0.8, 0.5, 2.5], [0.1, -0.2, -3.3], [-1.4, 0.9, 4.7], [1.9, -1.9, -0.3], [-1.0, -0.9, -1.4], [-1.0, 1.0, -0.8], [1.7, 1.3, -0.5], [0.0, -0.4, -0.2], [0.2, -0.1, -2.5], [-3.2, -1.0, 0.2], [-0.1, -0.1, 0.1], [0.1, -0.3, -1.4], [2.2, 0.4, -0.8], [0.8, 0.7, 1.8], [0.5, 2.6, -0.4], [0.2, -2.1, 0.0]],
  "mulliken_spin": [0.000, 0.000, 0.000, 0.000, 0.000, 0.000, 0.000, 0.000, 0.000, 0.000, 0.000, 0.000, 0.000, 0.000, 0.000, 0.000, 0.000, 0.000, 0.000, 0.000, 0.000, 0.000, 0.000, 0.000, 0.000, 0.000, 0.000, 0.000, 0.000, 0.000, 0.000, 0.000, 0.000, 0.000, 0.000, 0.000, 0.000, 0.000, 0.000, 0.000, 0.000, 0.000, 0.000, 0.000, 0.000, 0.000, 0.000, 0.000, 0.000, 0.000, 0.000, 0.000, 0.000, 0.000, 0.000, 0.000, 0.000, 0.000, 0.000, 0.000, 0.000, 0.000, 0.000, 0.000, 0.000, 0.000, 0.000, 0.000, 0.000, 0.000, 0.000, 0.000, 0.000, 0.000, 0.000, 0.000, 0.000, 0.000, 0.000, 0.000, 0.000, 0.000, 0.000, 0.000, 0.000, 0.000, 0.000, 0.000, 0.000, 0.000, 0.000, 0.000, 0.000, 0.000, 0.000, 0.000, 0.000, 0.000, 0.000, 0.000, 0.000, 0.000, 0.000, 0.000, 0.000, 0.000, 0.000, 0.000, 0.000, 0.000, 0.000, 0.001, -0.001, 0.000, 0.000, 0.000, 0.000, 0.000, 0.000, 0.000, 0.000, 0.000, 0.000, 0.001, 0.001, 0.000, -0.029, 0.009, 0.091, 0.723, 0.218, -0.010, -0.004, 0.000, 0.000, 0.000, 0.000, 0.000, 0.000, 0.000, 0.000, 0.000, 0.000, 0.000, 0.000, 0.000, 0.000],
  "e_lumo_ev": [-12.475, -15.851],
  "homo_energy_ev": [-18.836, -18.824],
  "total_charge": 5,
  "multiplicity": 2,
  "total_energy_ev": -286539.1017,
  "homo_lumo_gap_ev": [6.360, 2.973]
}